[1]
Formula: C38H39Br4IrN3O2PS
Source: OMol25
Level of theory: the ωB97M-V functional and the def2-TZVPD basis

XYZ file:
```
89
Properties=species:S:1:pos:R:3:forces:R:3:mulliken_charge:R:1
Ir -0.17814 0.06084 -0.05879 0.3 1.7 1.0 2.5622
C 3.18574 1.30934 -2.16448 0.1 0.1 0.1 -1.5551
C 3.54273 0.23731 -1.13515 -0.7 -0.3 -0.5 0.5766
C 3.78993 -1.09949 -1.83341 0.1 0.0 0.1 -1.5729
P 2.23396 0.15814 0.18781 -0.7 0.4 0.8 0.4365
C 2.89194 -1.08090 1.41263 -0.5 0.0 0.0 1.1991
C 4.14703 -0.67404 2.17803 0.0 0.0 -0.2 -1.8875
C 1.77785 -1.46590 2.38914 0.1 -0.1 -0.1 -1.3670
C 2.35024 1.85205 0.83694 -0.6 -0.1 -0.1 0.1227
C 3.50222 2.41595 1.36907 0.2 0.2 0.0 -0.5041
C 3.56450 3.75389 1.73817 -0.1 -0.1 -0.1 0.1163
C 4.80433 4.34189 2.34368 0.0 0.1 0.0 -1.7250
C 2.43377 4.54802 1.51573 0.1 -0.1 0.0 -1.0760
C 1.28888 4.02491 0.96464 -0.3 -0.3 -0.2 -0.7215
C 1.20774 2.65598 0.62770 0.8 0.5 0.6 0.8608
N 0.06830 2.10720 0.12206 -0.7 -2.8 -1.2 0.2760
C -1.04742 2.89324 -0.26601 -0.6 0.6 0.0 -1.1699
C -1.14323 3.34286 -1.59829 0.1 -0.3 0.2 0.9736
C -0.04939 3.03636 -2.58065 -0.1 0.1 0.0 -1.0882
C -2.26338 4.05375 -1.98729 -0.1 0.0 0.0 -1.0510
C -3.30426 4.33023 -1.10394 0.1 0.0 0.0 0.6921
C -4.51710 5.08109 -1.57254 0.0 -0.1 -0.1 -1.5324
C -3.17601 3.90430 0.20853 -0.1 0.0 0.0 -1.0083
C -2.05670 3.21137 0.65265 0.4 0.0 0.0 1.4724
C -1.88064 2.94091 2.12301 0.0 0.0 -0.1 -1.7455
H 3.98753 1.40682 -2.89751 0.0 0.0 0.0 0.5492
H 3.03543 2.28213 -1.69810 0.0 0.0 0.0 0.2603
H 2.27513 1.03543 -2.69932 0.0 0.0 0.0 0.3040
H 4.44679 0.53676 -0.59872 -0.1 0.0 0.2 0.4556
H 2.96474 -1.34015 -2.50492 0.1 0.0 0.0 0.4473
H 3.92903 -1.92486 -1.13503 0.0 0.0 0.0 0.3235
H 4.69185 -1.02958 -2.44234 0.0 0.0 0.0 0.4696
H 3.12460 -1.95517 0.79577 0.0 0.0 0.0 0.2027
H 3.93211 0.14579 2.86137 0.1 0.0 0.0 0.4656
H 4.97404 -0.40458 1.51943 0.0 0.1 0.1 0.3575
H 4.47280 -1.52692 2.77450 0.0 0.0 0.0 0.4836
H 1.45483 -0.60276 2.97181 0.0 0.0 0.0 0.2363
H 2.12973 -2.23315 3.08010 0.1 0.0 0.0 0.6193
H 0.90866 -1.85972 1.86313 0.0 0.0 0.1 0.0602
H 4.39139 1.81231 1.48849 0.0 0.0 0.0 0.2972
H 5.55030 3.57806 2.55466 0.0 0.0 0.0 0.3632
H 4.56255 4.85902 3.27345 0.1 0.0 0.0 0.3889
H 5.24701 5.08155 1.67335 0.0 0.0 0.0 0.3435
H 2.46260 5.59761 1.78278 0.0 0.0 0.0 0.4575
H 0.42183 4.64881 0.78944 0.0 0.0 0.0 0.6084
H 0.13721 1.96147 -2.61288 0.1 0.0 -0.1 -0.0432
H 0.88367 3.52891 -2.29859 0.0 -0.1 0.0 0.2437
H -0.32037 3.37366 -3.57919 0.0 0.0 0.0 0.4850
H -2.33638 4.39406 -3.01462 0.0 0.0 0.0 0.4632
H -4.22431 5.98462 -2.10811 0.0 0.0 0.0 0.3714
H -5.16060 5.35964 -0.74021 0.0 0.0 0.0 0.3882
H -5.10128 4.46843 -2.26206 0.0 0.0 0.0 0.3192
H -3.96328 4.13066 0.92000 0.0 0.0 0.0 0.4048
H -1.57970 3.86672 2.61952 0.0 0.0 0.1 0.5025
H -1.10514 2.20469 2.31457 0.0 0.0 0.1 0.0437
H -2.81479 2.61219 2.58207 0.0 0.0 0.0 0.4234
Br -4.67606 -0.73402 5.40896 0.1 0.0 -0.2 -0.1032
C -3.97157 -0.49775 3.68660 0.3 0.0 0.2 0.3908
C -4.84536 -0.43198 2.55754 -0.1 0.0 -0.3 0.3589
Br -6.70006 -0.57069 2.80761 0.2 0.0 0.0 -0.1001
C -4.33134 -0.26180 1.29376 -0.6 0.0 -0.1 -0.1979
Br -5.42763 -0.18802 -0.23505 0.2 0.0 0.1 -0.0774
C -2.93370 -0.14472 1.07021 0.1 0.0 0.6 0.7545
O -2.42380 0.00494 -0.07341 1.1 0.3 -0.5 -1.0192
C -2.04578 -0.23495 2.22732 -0.7 0.0 -0.3 -0.9217
O -0.78992 -0.14039 2.04267 1.0 -0.5 -1.5 -0.6672
C -2.60952 -0.39405 3.51110 0.1 0.0 0.5 0.1623
Br -1.39870 -0.44605 4.95324 0.0 0.0 -0.1 -0.1156
S 0.00759 -6.62743 -0.64407 -0.2 0.1 -0.1 -0.0695
C -0.15262 -4.84647 -0.65461 0.0 -0.1 0.0 -0.0067
C -1.20080 -4.21893 0.00572 0.1 0.0 -0.2 -0.6667
C -1.29754 -2.84260 -0.05131 -0.2 0.0 0.0 -0.1841
N -0.41091 -2.07595 -0.69745 0.3 0.7 1.0 -0.1443
C 0.59140 -2.68747 -1.33873 0.1 0.1 -0.2 -0.5028
C 0.75782 -4.05698 -1.34821 -0.2 0.0 0.0 -0.8328
C -1.09997 -6.90696 -2.03687 0.3 0.0 0.2 0.3860
C -2.46991 -6.98571 -1.85016 -0.1 0.0 -0.1 -0.1924
C -3.26683 -7.14188 -2.97859 0.1 0.0 0.2 -0.4072
N -2.77231 -7.22505 -4.20621 -0.2 -0.1 -0.3 -0.5536
C -1.45784 -7.17712 -4.37014 0.1 0.0 0.2 -0.3832
C -0.56977 -7.01937 -3.31192 -0.1 0.0 -0.1 -0.1854
H -1.93128 -4.79589 0.55416 0.0 0.0 0.0 0.5383
H -2.12501 -2.33364 0.42225 0.1 0.0 0.1 0.4483
H 1.27433 -2.04661 -1.87829 -0.1 0.0 0.1 0.6561
H 1.57623 -4.50577 -1.89300 0.0 0.0 0.0 0.5350
H -2.90858 -6.93749 -0.86300 0.0 0.0 0.0 0.3920
H -4.34540 -7.20455 -2.88852 0.0 0.0 0.0 0.3658
H -1.09456 -7.26626 -5.38779 0.0 0.0 0.0 0.3612
H 0.49850 -6.99010 -3.47589 0.0 0.0 0.0 0.4025
```
Positions in Å, forces in eV/Å.

Summary:
2S+1: 2
ΔE to the lowest compared entry with this formula, charge and spin in eV: 0.000
M in u: 1144.62
Frontier orbital gap (alpha / beta) in Eh: 0.2016 / 0.1941
Charge: +1
HOMO energy (alpha / beta) in eV: -10.2 / -10.1
Energy in Eh: -12925.897212

[2]
Formula: C31H58I3N7Nb
Source: OMol25
Level of theory: the ωB97M-V functional and the def2-TZVPD basis

XYZ file:
```
100
Properties=species:S:1:pos:R:3:forces:R:3:mulliken_charge:R:1
C -0.94541 4.49214 -3.15758 0.2 -0.8 0.2 -1.1931
C -1.73738 3.18891 -2.93566 0.2 -0.1 -1.1 -0.3111
I -2.18341 3.00347 -0.82012 0.1 -0.1 -0.1 0.0704
C -2.95173 3.03362 -3.88625 0.6 0.0 0.7 -1.1019
I -3.40611 0.89665 -4.14234 0.2 0.6 0.1 0.0438
Nb -4.81717 4.26238 -3.40169 0.7 -0.5 -1.5 -0.5309
I -4.81330 5.42687 -6.02788 0.0 -0.3 0.5 -0.3480
H -0.05801 4.44720 -2.51751 -0.2 0.2 0.0 0.3732
H -1.51932 5.39014 -2.93816 0.0 0.0 -0.2 0.2635
H -0.56651 4.46763 -4.18634 -0.3 0.3 0.0 0.3781
H -1.05014 2.36450 -3.15691 -0.1 0.0 0.5 0.5121
H -2.60323 3.35740 -4.87592 0.0 -0.2 0.1 0.6063
H -3.91790 5.66696 -2.67160 -0.3 0.6 0.7 0.0402
H -6.35999 5.20305 -3.12195 0.0 -0.1 0.1 0.0946
H -5.89890 2.94034 -4.09426 -0.7 0.3 0.6 0.0429
H -5.09047 3.46021 -1.79759 -0.3 0.2 -0.6 0.0462
C -1.47351 -3.59400 -7.81921 0.0 0.0 0.0 -1.2145
C -2.80800 -2.94786 -8.16795 0.2 -0.2 -0.1 -0.3299
C -3.14897 -1.75042 -7.27788 -0.1 0.0 -0.3 -0.2987
C -3.37142 -2.14578 -5.88744 0.0 0.1 0.0 0.1708
N -3.54594 -2.46231 -4.79725 0.0 -0.2 -0.1 -0.4944
H -1.48627 -4.01292 -6.81189 0.0 0.0 0.0 0.3277
H -1.25496 -4.40680 -8.51282 0.0 0.0 0.0 0.3119
H -0.65845 -2.86885 -7.88006 0.0 0.0 0.0 0.3897
H -3.59883 -3.69591 -8.10080 0.0 0.0 0.0 0.2100
H -2.77500 -2.60882 -9.20643 -0.1 0.1 0.0 0.3318
H -4.05500 -1.26836 -7.64989 0.0 0.1 0.2 0.2904
H -2.35498 -1.00243 -7.32195 0.0 0.0 0.2 0.3302
C -3.33360 -1.24014 0.19712 0.0 0.0 0.1 -1.1734
C -3.29194 -1.76131 1.62944 0.1 0.0 -0.5 0.2299
C -4.59536 -1.53661 2.39749 0.2 -0.2 0.1 -0.4603
C -4.86883 -0.11656 2.62300 -0.1 -0.2 0.0 0.2237
N -5.06990 0.99741 2.81078 0.1 0.1 0.1 -0.4611
H -3.46244 -0.15664 0.17392 0.0 0.0 -0.1 0.2342
H -2.39953 -1.47334 -0.31440 0.0 0.0 0.0 0.3492
H -4.14928 -1.69530 -0.36855 0.0 0.0 0.0 0.3034
H -2.46628 -1.29275 2.15773 -0.1 -0.1 0.1 -0.3432
H -3.08536 -2.83359 1.60648 0.0 0.0 0.2 0.3624
H -4.53056 -2.03409 3.36782 -0.1 0.1 0.0 0.3371
H -5.43163 -1.99233 1.86337 0.0 0.1 0.0 0.3400
C -6.01385 -5.17765 -3.74638 0.0 0.0 -0.1 -1.0455
C -6.91668 -5.66230 -4.87581 0.0 0.2 0.3 -0.4148
C -6.28861 -6.78424 -5.70797 -0.3 0.1 0.0 -0.4793
C -5.10994 -6.32827 -6.44360 -0.1 -0.2 0.1 0.2932
N -4.18732 -5.96954 -7.02165 0.1 0.1 -0.1 -0.4126
H -5.09636 -4.72868 -4.13089 0.0 0.0 0.0 0.2608
H -6.52601 -4.42097 -3.15235 0.0 0.0 0.0 0.3110
H -5.74151 -6.00120 -3.08204 0.0 0.0 0.0 0.3139
H -7.17438 -4.81934 -5.52004 0.0 -0.1 -0.1 0.3010
H -7.85114 -6.03397 -4.44868 0.0 -0.1 -0.1 0.3088
H -7.02288 -7.16090 -6.42320 0.1 0.0 -0.1 0.2722
H -6.01444 -7.62231 -5.06430 0.1 0.0 0.0 0.2795
C 1.93185 0.60975 3.98630 0.0 0.0 0.0 -0.8572
C 0.74530 0.99468 3.11139 0.3 0.0 0.1 -0.5891
C -0.60280 0.70893 3.77726 0.0 0.2 -0.3 -0.0700
C -0.83986 -0.72260 3.96284 0.0 0.1 0.2 0.1105
N -1.03475 -1.84626 4.09589 0.1 0.0 0.1 -0.5450
H 1.95888 -0.46654 4.17348 0.0 0.0 0.0 0.4481
H 2.86581 0.88477 3.49678 0.0 0.0 0.0 0.2073
H 1.88994 1.12602 4.94640 0.0 0.0 0.0 0.1785
H 0.80880 0.47292 2.15470 -0.1 0.0 0.0 0.3275
H 0.80157 2.06339 2.89296 -0.1 0.0 0.0 0.3207
H -1.40612 1.11379 3.15598 -0.1 -0.1 0.1 0.3489
H -0.66118 1.21689 4.74229 0.0 -0.1 0.1 0.1293
C 6.87642 -1.99797 5.66367 0.1 0.0 0.0 -1.2062
C 6.78128 -0.47640 5.66092 0.1 -0.3 0.1 -0.5282
C 5.46379 0.04244 5.07817 0.2 0.2 0.2 -0.2165
C 5.33224 -0.26403 3.65382 -0.1 0.0 0.2 0.2695
N 5.24319 -0.51147 2.53666 0.1 0.0 -0.1 -0.5353
H 6.86660 -2.40067 4.64919 0.0 0.0 0.0 0.3422
H 7.80486 -2.31789 6.13740 0.0 0.0 0.0 0.3402
H 6.04551 -2.44133 6.21591 0.0 0.0 0.0 0.3490
H 7.62574 -0.06145 5.10522 0.0 0.1 0.0 0.2592
H 6.86806 -0.11473 6.68742 -0.1 0.1 0.0 0.3659
H 5.40905 1.12517 5.20834 -0.1 0.0 -0.1 0.3128
H 4.61670 -0.38159 5.62041 0.0 0.0 -0.1 0.3133
C 0.61277 5.29285 4.37650 0.0 -0.1 0.0 -1.1331
C 0.00763 4.89731 5.71873 0.0 0.1 -0.3 -0.2345
C 1.04275 4.81886 6.84520 -0.3 0.0 0.0 -0.5232
C 2.01114 3.74371 6.62950 0.0 0.2 0.1 0.3624
N 2.76380 2.89461 6.46189 0.1 -0.1 0.0 -0.4516
H 1.32414 4.54383 4.02295 0.0 0.0 0.0 0.2716
H -0.16892 5.38830 3.62300 0.0 0.0 0.0 0.3262
H 1.13149 6.25103 4.44705 0.0 0.0 0.0 0.3624
H -0.50628 3.93907 5.61690 0.0 0.0 0.1 0.1405
H -0.74789 5.63465 5.99673 0.0 0.0 0.1 0.3111
H 0.53273 4.64349 7.79455 0.1 -0.1 0.0 0.2842
H 1.56991 5.77006 6.93987 0.1 -0.1 0.0 0.2995
C 9.47881 0.90891 -0.37635 0.0 -0.1 0.0 -1.1804
C 8.34223 0.20611 0.35791 0.1 0.2 -0.3 -0.5487
C 8.59415 0.06721 1.86008 -0.2 -0.1 -0.1 0.3706
C 9.72203 -0.81718 2.15753 -0.1 0.2 0.1 0.2458
N 10.60603 -1.51068 2.39062 0.1 -0.1 0.0 -0.4909
H 10.40543 0.33430 -0.32153 0.0 0.0 0.0 0.3213
H 9.22768 1.03315 -1.43018 0.0 0.0 0.0 0.3514
H 9.66482 1.89942 0.04450 0.0 0.0 0.0 0.3149
H 8.17660 -0.77768 -0.08462 -0.1 0.0 0.1 0.3207
H 7.42294 0.77700 0.21621 0.0 -0.1 0.1 0.3501
H 7.69889 -0.33582 2.33435 0.1 -0.1 0.0 -0.4544
H 8.77436 1.04932 2.30326 0.1 0.0 0.0 0.3675
```
Positions in Å, forces in eV/Å.

Summary:
M in u: 1002.47
Frontier orbital gap in Eh: 0.2449
Charge: -1
HOMO energy in eV: -4.9
Energy in Eh: -2549.180512